Record 1
Molecular formula: C24H51IN5O
Method: DFT, wB97M-V/def2-TZVPD

XYZ file:
```
82
Properties=species:S:1:pos:R:3:forces:R:3:mulliken_charge:R:1
C -5.157 1.446 2.951 0.01 -0.03 0.07 -1.34
C -4.500 1.287 4.309 -0.06 0.11 -0.20 -0.49
C -2.971 1.172 4.250 -0.19 -0.06 0.24 -0.05
C -2.472 0.042 5.136 -0.05 -0.04 0.10 -1.07
C -2.649 -1.345 4.533 0.09 0.17 -0.14 -0.79
C -1.806 -1.677 3.286 -0.14 -0.06 0.15 0.20
C -0.734 -2.704 3.622 0.04 0.11 0.01 -1.39
C 0.409 -2.212 4.519 0.08 -0.13 -0.15 -0.79
C 1.066 -0.857 4.244 0.09 -0.11 -0.12 -0.41
C 2.275 -0.931 3.311 -0.22 0.22 -0.06 -1.36
C 2.046 -1.321 1.849 0.10 -0.06 -0.04 0.03
C 1.989 -0.118 0.922 -0.18 -0.17 0.07 -1.07
N 2.059 -0.525 -0.487 0.70 0.08 -1.13 -0.02
C 3.152 -0.852 -1.189 -0.28 -0.13 0.35 -0.38
N 2.889 -1.252 -2.410 -0.09 0.00 -0.19 -0.64
C 1.553 -1.169 -2.524 -0.37 0.25 0.57 0.53
N 0.928 -1.520 -3.657 0.24 0.49 0.06 0.19
C -0.461 -1.474 -3.982 0.09 -0.37 0.13 0.28
I -1.407 -3.269 -3.193 -0.14 -0.01 0.02 0.12
C -0.647 -1.317 -5.474 0.09 0.23 -0.13 -0.24
C -2.043 -1.580 -6.012 0.02 0.06 -0.01 -1.43
N 1.006 -0.701 -1.368 0.12 -0.57 -0.18 0.58
C -0.349 -0.393 -0.919 -0.08 0.23 0.07 -0.44
C -0.639 1.095 -0.986 0.20 0.15 -0.07 -0.36
C -0.917 1.618 -2.386 -0.09 -0.08 0.14 -0.62
C -1.296 3.091 -2.405 0.38 -0.03 -0.16 -0.81
C -2.135 3.479 -3.606 -0.17 0.10 0.03 -0.65
N -2.654 4.842 -3.457 0.01 -0.14 -0.24 -0.60
H -4.877 0.622 2.298 0.04 -0.07 -0.18 0.30
H -4.859 2.382 2.492 0.10 0.15 -0.23 0.32
H -6.239 1.452 3.032 -0.20 0.01 0.01 0.39
H -4.922 0.415 4.800 -0.02 -0.18 0.10 0.34
H -4.768 2.143 4.920 -0.08 0.09 0.24 0.36
H -2.656 1.018 3.221 0.13 0.00 -0.24 -0.18
H -2.528 2.103 4.592 0.13 0.22 -0.09 0.43
H -3.066 0.081 6.047 0.01 -0.04 0.26 0.42
H -1.446 0.198 5.457 0.30 0.02 -0.10 0.36
H -2.394 -2.077 5.294 -0.12 -0.17 0.20 0.50
H -3.704 -1.482 4.312 -0.19 -0.07 -0.06 0.45
H -2.446 -2.102 2.515 -0.11 -0.06 -0.09 0.50
H -1.378 -0.778 2.845 0.11 0.21 -0.03 -0.22
H -1.253 -3.485 4.171 0.06 -0.33 0.03 0.52
H -0.354 -3.196 2.731 0.14 0.09 -0.30 0.49
H 0.063 -2.252 5.546 -0.08 0.20 0.22 0.44
H 1.216 -2.941 4.462 0.04 -0.30 0.14 0.43
H 1.454 -0.490 5.190 0.02 0.12 0.18 0.32
H 0.356 -0.102 3.917 -0.18 0.08 -0.15 0.27
H 2.765 0.041 3.320 0.23 0.13 0.08 0.56
H 2.978 -1.637 3.740 0.17 -0.11 0.10 0.39
H 1.152 -1.920 1.715 -0.24 -0.17 0.05 0.14
H 2.879 -1.934 1.511 0.13 -0.16 -0.04 0.43
H 2.843 0.532 1.076 0.18 0.13 0.04 0.36
H 1.099 0.477 1.089 -0.11 0.12 -0.10 0.21
H 4.152 -0.835 -0.795 0.03 0.16 0.32 0.57
H 1.543 -1.913 -4.350 0.19 -0.07 -0.06 0.32
H -0.906 -0.628 -3.486 -0.32 -0.07 0.23 -0.87
H 0.100 -1.914 -5.991 0.05 -0.22 -0.15 0.34
H -0.398 -0.276 -5.678 0.20 0.17 -0.03 0.35
H -2.154 -2.596 -6.369 -0.08 -0.23 0.07 0.37
H -2.244 -0.916 -6.844 -0.02 0.08 -0.20 0.38
H -2.799 -1.389 -5.259 -0.17 0.01 0.13 0.41
H -1.052 -0.972 -1.502 -0.02 -0.16 -0.09 0.23
H -0.432 -0.760 0.097 -0.01 -0.15 0.21 -0.22
H -1.475 1.308 -0.331 -0.31 0.02 0.12 0.66
H 0.211 1.637 -0.574 0.10 0.14 0.13 0.31
H -1.730 1.035 -2.819 -0.19 -0.07 -0.07 0.31
H -0.033 1.461 -3.003 0.09 -0.08 -0.25 0.36
H -0.386 3.684 -2.440 0.08 0.23 0.25 0.33
H -1.830 3.359 -1.501 -0.19 0.07 0.26 0.33
H -2.937 2.751 -3.725 -0.19 -0.09 -0.03 0.38
H -1.524 3.401 -4.502 0.10 0.04 -0.20 0.35
H -3.650 4.821 -3.295 -0.10 0.03 0.20 0.24
H -2.540 5.364 -4.313 0.12 0.10 -0.06 0.25
C 7.363 0.016 -1.708 -0.03 -0.08 -0.07 -0.35
C 7.152 0.913 -2.914 -0.14 -0.04 -0.01 -0.26
O 6.547 0.227 -4.006 0.11 0.04 0.05 -0.50
H 7.972 -0.846 -1.975 0.03 0.00 0.00 0.26
H 7.851 0.550 -0.892 0.00 0.03 -0.01 0.33
H 6.403 -0.362 -1.339 0.00 0.02 0.03 -0.22
H 8.106 1.275 -3.289 0.03 0.02 -0.01 0.31
H 6.550 1.787 -2.639 0.05 0.03 0.01 0.23
H 5.690 -0.104 -3.724 -0.08 -0.05 0.02 0.27
```
Positions in Å, forces in eV/Å.

Properties
HOMO level	-0.4296	Ha
energy relative to the best compared isomer or geometry (same formula, charge and spin)	29.4	kJ/mol
energy	-43307.944	eV
charge	+1
frontier orbital gap	8.93	eV



Record 2
Molecular formula: C4H9NO2
Method: DFT, wB97M-V/def2-TZVPD

XYZ file:
```
16
Properties=species:S:1:pos:R:3:forces:R:3:mulliken_charge:R:1
C -1.074 1.496 -0.237 -0.06 0.02 -0.02 -1.49
C -0.231 0.323 0.254 -0.03 0.00 0.13 0.40
C -0.963 -1.016 0.108 -0.23 0.26 -0.19 -0.57
O -0.432 -2.042 0.896 0.19 -0.08 -0.01 -0.52
N 1.058 0.304 -0.461 -0.07 0.02 -0.11 -0.17
C 2.411 -0.473 -0.045 0.08 -0.83 0.53 -0.35
O 2.316 -1.384 0.723 0.08 0.62 -0.51 -0.45
H -0.508 2.431 -0.184 -0.08 -0.14 0.00 0.38
H -1.978 1.603 0.370 0.14 -0.02 -0.09 0.39
H -1.384 1.340 -1.279 0.04 0.02 0.14 0.36
H 0.015 0.448 1.316 -0.04 0.00 -0.12 0.21
H -2.002 -0.882 0.431 0.13 0.01 -0.05 0.33
H -0.991 -1.280 -0.966 0.03 -0.01 0.16 0.27
H 0.539 -2.023 0.827 -0.11 -0.04 0.06 0.40
H 0.984 0.359 -1.479 0.08 0.01 0.13 0.32
H 2.239 0.795 -0.274 -0.15 0.16 -0.08 0.48
```
Positions in Å, forces in eV/Å.

Properties
HOMO level	-0.3333	Ha
energy relative to the best compared isomer or geometry (same formula, charge and spin)	437.4	kJ/mol
energy	-9875.527	eV
charge	0
frontier orbital gap	9.85	eV



Record 3
Molecular formula: C2H10N2O3
Method: DFT, wB97M-V/def2-TZVPD

XYZ file:
```
17
Properties=species:S:1:pos:R:3:forces:R:3:mulliken_charge:R:1
N -0.632 -1.547 0.686 -0.36 0.12 0.27 -0.78
C 0.153 -0.260 0.839 -1.93 -1.74 -2.67 -0.19
C 1.043 0.010 -0.410 -1.66 2.81 5.76 0.37
N 0.727 -0.780 -1.411 0.69 0.90 -3.80 -0.42
O 1.620 1.120 -0.209 0.16 -2.56 -2.75 -0.64
H -1.219 -1.618 1.495 0.20 -0.36 1.07 0.23
H -1.414 -1.586 0.017 0.75 0.84 -0.41 0.23
H -0.534 0.597 0.721 0.40 -0.08 0.82 0.21
H 0.667 -0.346 1.764 0.55 0.44 0.60 0.40
H -0.036 -1.503 -1.375 1.53 1.22 0.27 0.31
H 0.962 -0.290 -2.315 -0.40 -1.49 0.90 0.27
O -2.639 -0.983 -2.110 -1.65 -0.90 0.17 -0.61
H -3.476 -0.534 -2.297 -0.28 -0.67 0.17 0.31
H -2.085 -0.259 -2.264 2.02 1.61 -0.29 0.30
O 2.268 2.391 2.611 0.41 1.59 -0.52 -0.63
H 1.943 2.283 1.702 0.03 -0.45 0.07 0.33
H 2.653 3.304 2.557 -0.44 -1.28 0.34 0.31
```
Positions in Å, forces in eV/Å.

Properties
HOMO level	-0.3502	Ha
energy relative to the best compared isomer or geometry (same formula, charge and spin)	184.2	kJ/mol
energy	-11358.124	eV
charge	0
SMILES string	NCC(N)=O.O.O
frontier orbital gap	9.78	eV



Record 4
Molecular formula: C36H52N5O2SbSi3V
Method: DFT, wB97M-V/def2-TZVPD

XYZ file:
```
100
Properties=species:S:1:pos:R:3:forces:R:3:mulliken_spin:R:1
V 0.132 -0.473 0.098 0.93 1.48 0.19 1.01
C -4.031 -1.117 -2.584 0.11 0.30 0.21 0.00
Sb -2.786 0.356 -1.566 -0.06 -0.03 -0.15 -0.01
C -0.761 -0.433 -1.806 -0.35 1.08 -0.70 0.04
C -0.833 -1.859 -2.111 -0.28 -0.70 -0.19 -0.05
C 0.097 -2.524 -2.938 -0.15 0.13 0.01 0.00
C -0.024 -3.878 -3.158 -0.13 -0.02 -0.02 0.00
C -1.069 -4.570 -2.558 -0.02 -0.09 -0.04 0.00
C -1.935 -3.853 -1.755 0.00 -0.14 -0.12 0.00
N -1.840 -2.548 -1.546 0.35 -0.07 0.03 0.00
Si -0.027 0.655 -3.174 -0.20 0.59 -0.40 0.01
C 1.766 0.432 -3.779 -0.35 -0.24 0.33 0.00
C -0.138 2.505 -2.701 -0.02 -0.55 -0.04 0.00
C -1.125 0.406 -4.719 0.29 0.04 0.44 0.00
C -3.258 -0.151 0.584 -0.15 0.34 -0.67 0.00
C -2.580 -1.375 1.055 -0.04 -0.36 0.43 -0.02
C -3.298 -2.478 1.531 0.05 -0.09 0.07 0.01
C -2.692 -3.474 2.265 0.13 0.13 0.01 -0.02
C -1.334 -3.354 2.532 -0.11 0.13 0.01 0.02
C -0.659 -2.310 1.947 -0.04 -0.36 0.62 -0.01
N -1.228 -1.367 1.180 -1.24 -0.83 0.67 -0.01
Si -2.485 1.327 1.557 0.00 0.55 0.40 0.00
C -0.941 2.068 0.715 -0.69 -0.54 0.45 0.03
C -2.060 0.799 3.343 -0.07 -0.01 -0.53 0.00
C -3.610 2.859 1.704 0.09 -0.56 -0.08 0.00
Si -5.178 -0.171 0.696 -0.59 0.34 0.35 0.00
C -5.921 1.336 -0.198 0.33 -0.27 0.28 0.00
C -5.634 -0.134 2.548 0.10 0.04 -0.45 0.00
C -6.279 -1.563 -0.025 0.62 0.06 0.06 0.00
H -3.506 -1.447 -3.478 0.08 0.00 -0.01 0.00
H -4.965 -0.637 -2.874 -0.04 0.04 -0.02 0.00
H -4.217 -1.971 -1.943 -0.01 -0.02 -0.02 0.00
H 0.908 -1.964 -3.381 0.08 -0.03 -0.02 0.00
H 0.689 -4.395 -3.788 0.02 0.00 -0.02 0.00
H -1.191 -5.634 -2.697 -0.04 -0.06 0.01 0.00
H -2.765 -4.340 -1.252 0.01 -0.10 0.00 0.00
H 2.450 0.258 -2.952 0.09 0.02 0.04 0.00
H 2.086 1.338 -4.293 -0.08 0.14 -0.05 0.00
H 1.859 -0.391 -4.486 0.01 -0.09 -0.08 0.00
H 0.510 2.737 -1.857 0.05 0.01 0.10 0.00
H -1.158 2.803 -2.458 0.00 0.03 0.04 0.00
H 0.192 3.112 -3.543 0.05 0.01 -0.15 0.00
H -1.215 -0.655 -4.951 -0.01 -0.13 -0.03 0.00
H -0.712 0.906 -5.593 0.05 0.09 -0.10 0.00
H -2.129 0.796 -4.548 -0.10 0.05 -0.02 0.00
H -4.354 -2.533 1.339 -0.09 0.01 0.06 0.00
H -3.262 -4.304 2.659 -0.06 -0.04 -0.05 0.00
H -0.800 -4.076 3.131 0.05 -0.02 -0.01 0.00
H 0.409 -2.216 2.105 -0.04 -0.08 -0.15 0.00
H -0.347 1.317 0.167 0.22 1.08 -0.29 -0.04
H -0.278 2.545 1.436 0.02 -0.10 0.07 0.00
H -1.245 2.817 -0.014 0.06 -0.11 -0.15 0.00
H -1.336 -0.014 3.354 0.04 -0.06 0.00 0.00
H -2.949 0.458 3.872 -0.13 -0.03 0.02 0.00
H -1.640 1.633 3.904 0.02 0.16 -0.03 0.00
H -3.831 3.276 0.724 0.00 0.06 -0.12 0.00
H -3.108 3.631 2.285 0.20 0.01 0.07 0.00
H -4.550 2.639 2.200 -0.15 0.04 0.06 0.00
H -5.686 2.280 0.278 0.05 0.14 0.03 0.00
H -7.005 1.245 -0.224 -0.14 -0.13 0.02 0.00
H -5.568 1.386 -1.226 -0.02 0.02 -0.13 0.00
H -5.352 0.805 3.017 0.04 0.12 0.08 0.00
H -5.136 -0.934 3.092 0.07 -0.12 0.05 0.00
H -6.706 -0.261 2.678 -0.16 -0.01 -0.01 0.00
H -6.283 -1.561 -1.111 0.03 0.02 -0.12 0.00
H -7.299 -1.359 0.300 -0.04 0.16 0.12 0.00
H -6.039 -2.572 0.301 0.01 -0.12 0.00 0.00
N 1.195 0.142 1.923 -0.01 0.07 -0.35 -0.03
C 1.642 0.356 2.967 -0.22 0.06 -0.26 0.02
N 2.097 0.629 4.157 -0.02 0.06 0.10 0.00
C 1.648 -0.115 5.324 -0.10 -0.39 0.33 0.00
C 2.791 -0.956 5.888 -0.01 0.22 0.05 0.00
C 4.000 -0.066 6.184 0.04 -0.15 -0.19 0.00
C 4.425 0.685 4.921 -0.16 0.06 0.13 0.00
C 3.253 1.488 4.359 0.52 0.14 -0.04 0.00
H 0.799 -0.739 5.045 -0.01 0.11 -0.02 0.00
H 1.315 0.608 6.078 -0.05 -0.04 -0.05 0.00
H 3.070 -1.719 5.157 -0.03 -0.05 0.00 0.00
H 2.452 -1.462 6.793 -0.01 -0.02 -0.02 0.00
H 4.829 -0.675 6.550 -0.01 0.05 0.06 0.00
H 3.743 0.650 6.970 0.01 0.01 0.03 0.00
H 4.764 -0.030 4.168 0.03 0.02 -0.04 0.00
H 5.251 1.365 5.137 0.02 -0.01 -0.04 0.00
H 3.519 1.953 3.410 -0.09 0.02 0.05 0.00
H 2.969 2.274 5.068 -0.01 0.00 -0.08 0.00
O 2.571 -0.255 -0.750 0.03 -0.31 -0.11 0.00
C 2.426 -1.477 -0.687 0.22 0.44 0.05 0.00
N 1.266 -2.003 -0.241 0.58 -0.95 0.22 0.05
C 1.319 -3.377 -0.235 -0.43 -0.59 0.24 0.01
O 0.444 -4.129 0.146 0.49 0.13 -0.21 0.00
C 2.668 -3.764 -0.744 0.53 0.30 -0.19 0.00
C 3.249 -5.002 -0.915 -0.15 0.01 -0.03 0.00
C 4.562 -5.043 -1.372 -0.01 0.00 0.00 0.00
C 5.254 -3.873 -1.653 0.09 -0.01 -0.01 0.00
C 4.665 -2.623 -1.481 -0.07 0.17 -0.02 0.00
C 3.364 -2.582 -1.021 0.17 -0.67 0.02 0.00
H 2.689 -5.903 -0.713 -0.03 -0.06 0.07 0.00
H 5.058 -5.994 -1.510 -0.02 -0.04 -0.02 0.00
H 6.273 -3.944 -2.009 0.03 0.05 -0.02 0.00
H 5.212 -1.717 -1.703 -0.01 0.05 0.01 0.00
```
Positions in Å, forces in eV/Å.

Properties
HOMO level (alpha / beta)	-0.2253 / -0.1988	Ha
energy relative to the best compared isomer or geometry (same formula, charge and spin)	0.0	kJ/mol
energy	-105581.876	eV
charge	0
frontier orbital gap (alpha / beta)	6.36 / 5.65	eV
spin multiplicity	2